This record from the Open Molecules 2025 dataset describes 2 unconnected molecules or ions with the total composition C3H6O3. The level of theory is ωB97M-V/def2-TZVPD.

```
12
Properties=species:S:1:pos:R:3:lowdin_charge:R:1
C -0.887 -0.488 1.261 0.057
C -0.151 0.047 -1.164 -0.655
C 1.086 -0.129 -0.517 -0.063
O -1.181 -0.631 -0.907 -0.038
O -0.369 1.176 -1.907 0.066
O -0.459 0.510 1.992 0.100
H 0.485 1.545 -2.163 0.099
H 0.511 0.459 2.059 0.132
H -1.956 -0.445 1.109 0.123
H -0.359 -1.429 1.282 0.119
H 1.911 0.534 -0.756 0.025
H 1.368 -1.147 -0.291 0.034
```

Output
Charge ... 0
Multiplicity ... 1
Kohn-Sham gap ... 6.80 eV